Record 1
{"formula": "C5H3F", "method": "ωB97M-V with the def2-TZVPD basis set", "max_force_ev_per_a": 3.04, "gap_ev": [7.99, 7.97], "de_lowest_kcal_mol": 76.1, "species": ["C", "C", "C", "C", "C", "F", "H", "H", "H"], "xyz": [[-1.382, -0.079, -0.297], [-1.036, -0.771, 0.766], [0.895, 0.693, 0.021], [-0.001, -0.042, -0.964], [0.448, -0.717, 0.285], [-1.538, -1.198, 1.897], [1.934, 0.785, -0.262], [0.499, 1.544, 0.558], [0.181, -0.215, -2.004]], "forces_ev_per_a": [[2.1, -0.6, 0.6], [-0.1, -0.9, 0.5], [0.4, 0.1, 0.0], [0.3, 0.1, -0.2], [-2.7, 1.1, -0.8], [0.1, 0.2, -0.1], [0.2, 0.0, -0.1], [-0.2, 0.0, 0.1], [0.0, -0.1, -0.2]]}

Record 2
{"formula": "C14H40F3N3O6", "method": "ωB97M-V with the def2-TZVPD basis set", "max_force_ev_per_a": 18.83, "gap_ev": 6.35, "de_lowest_kcal_mol": 413.2, "species": ["N", "H", "H", "H", "H", "C", "O", "O", "C", "F", "F", "F", "C", "C", "H", "H", "H", "H", "H", "H", "C", "O", "H", "H", "H", "H", "C", "O", "H", "H", "H", "H", "C", "C", "C", "O", "C", "N", "H", "H", "H", "H", "H", "H", "H", "H", "H", "H", "H", "C", "C", "C", "O", "C", "N", "H", "H", "H", "H", "H", "H", "H", "H", "H", "H", "H"], "xyz": [[-0.381, 0.061, -0.625], [-0.372, -0.936, -0.784], [0.565, 0.248, -0.325], [-1.010, 0.330, 0.118], [-0.559, 0.488, -1.523], [1.931, 0.425, 1.027], [2.333, 1.759, 0.658], [1.412, -0.137, -0.139], [2.927, -0.364, 1.959], [3.385, 0.392, 2.966], [2.387, -1.346, 2.603], [4.018, -0.921, 1.358], [3.649, 1.911, 0.085], [3.826, 3.281, -0.420], [4.844, 3.329, -0.808], [3.107, 3.370, -1.235], [3.543, 4.069, 0.277], [3.864, 1.185, -0.700], [4.460, 1.757, 0.796], [1.050, 0.667, 1.622], [-0.522, 1.328, -3.294], [-1.074, 1.358, -1.996], [-0.097, 2.234, -3.725], [0.278, 0.608, -3.120], [-1.270, 0.789, -3.875], [-1.859, 1.910, -1.971], [-2.350, -0.973, -2.124], [-3.299, -1.151, -3.161], [-1.920, -1.881, -1.702], [-1.511, -0.408, -2.528], [-2.777, -0.394, -1.305], [-3.364, -0.360, -3.701], [0.872, -2.286, 0.741], [0.108, -2.715, -0.490], [-1.353, -3.144, -0.238], [-1.570, -3.984, 0.912], [-2.825, -4.606, 0.978], [0.206, -1.650, -1.518], [0.985, -3.093, 1.465], [0.402, -1.501, 1.333], [1.853, -1.873, 0.507], [0.627, -3.603, -0.849], [-1.833, -3.553, -1.127], [-1.944, -2.231, -0.162], [-2.894, -5.324, 1.795], [-3.091, -5.172, 0.085], [-3.561, -3.845, 1.237], [-0.129, -2.002, -2.404], [1.183, -1.545, -1.750], [-0.803, -0.081, 2.092], [-1.560, 1.100, 1.505], [-0.640, 2.243, 0.996], [-0.078, 2.969, 2.096], [0.981, 3.839, 1.808], [-2.451, 0.583, 0.462], [-1.522, -0.590, 2.735], [0.088, 0.200, 2.652], [-0.616, -0.945, 1.454], [-2.258, 1.455, 2.262], [-1.224, 3.006, 0.482], [0.125, 1.998, 0.258], [1.942, 3.331, 1.727], [1.198, 4.565, 2.591], [0.717, 4.516, 0.995], [-3.130, 0.047, 0.983], [-3.021, 1.264, -0.019]], "forces_ev_per_a": [[-10.9, 1.4, 2.9], [-1.3, 2.3, 1.6], [-2.0, 3.0, -0.4], [1.0, -0.2, -2.9], [0.9, -3.3, 3.4], [-0.6, 1.1, -2.3], [2.4, -0.7, 0.4], [17.9, -2.5, 5.2], [1.3, 0.8, -0.6], [0.5, 1.4, -0.2], [-1.8, -1.9, 0.9], [-0.3, 0.7, -0.5], [0.1, -1.0, 1.1], [-0.9, 0.5, -1.2], [-0.1, 0.6, 0.0], [0.2, 0.4, -0.4], [0.5, -0.1, 0.2], [-0.5, -0.2, -0.2], [-0.3, -0.4, 0.7], [1.1, 0.0, 0.4], [0.1, -1.1, -0.3], [-3.6, 9.9, -5.6], [-0.4, 0.1, 0.2], [0.5, 0.0, -0.5], [0.3, 0.5, -1.0], [-0.4, 0.3, -0.1], [0.1, 0.9, -0.8], [-0.6, -1.1, -0.3], [-1.3, 0.4, -1.3], [-0.9, -1.1, 0.2], [0.1, -0.3, -0.2], [0.1, 0.0, 0.2], [0.3, -1.0, 1.4], [0.9, -2.0, 0.2], [-1.0, 0.5, 0.7], [1.6, 0.1, -0.7], [-0.5, 0.4, 0.3], [4.0, -9.1, -5.9], [-0.1, -0.5, -0.3], [1.3, -1.5, -0.9], [-0.4, -1.2, -0.3], [0.0, -0.2, -0.1], [0.4, -0.9, -0.2], [-0.1, 0.1, 1.1], [0.7, 0.1, 0.1], [0.0, 0.3, -0.4], [-0.5, 0.0, -0.4], [-0.5, -0.6, -0.3], [0.4, 0.4, 0.7], [-1.9, -0.6, 1.4], [0.1, 1.4, 0.8], [0.0, 1.8, 0.3], [-0.4, -1.0, 1.0], [0.6, 1.0, 0.2], [-3.0, 0.1, 1.4], [0.0, 0.2, 0.9], [-0.8, -0.3, 0.4], [-0.8, 1.7, -0.1], [0.7, 0.8, 0.4], [-0.8, 0.0, -0.4], [-0.1, -0.3, 0.6], [-0.5, 0.1, -0.6], [-0.9, -0.2, 0.8], [0.2, -0.3, -0.7], [-0.4, -0.4, 0.0], [0.2, 0.7, 0.2]]}

Record 3
{"formula": "C4H6BrO3", "method": "ωB97M-V with the def2-TZVPD basis set", "charge": -1, "max_force_ev_per_a": 5.10, "gap_ev": 7.52, "de_lowest_kcal_mol": 0.0, "species": ["Br", "C", "C", "C", "O", "C", "O", "O", "H", "H", "H", "H", "H", "H"], "xyz": [[-4.768, -2.458, 2.969], [-6.406, -1.971, 7.123], [-6.168, -0.917, 6.095], [-7.342, -0.746, 5.191], [-7.787, 0.566, 5.387], [-7.015, 1.188, 6.129], [-7.173, 2.338, 6.435], [-6.130, 0.335, 6.718], [-6.333, -2.912, 6.580], [-7.394, -1.931, 7.583], [-5.653, -1.951, 7.911], [-5.240, -1.125, 5.562], [-8.148, -1.438, 5.435], [-7.037, -0.820, 4.147]], "forces_ev_per_a": [[-0.1, 0.1, 0.2], [0.2, -0.9, 0.2], [0.2, -0.6, 0.5], [-0.3, -1.5, -2.0], [-3.3, -1.6, -3.3], [1.9, 2.2, 4.2], [0.7, 0.4, 0.1], [0.9, 2.1, 0.5], [0.0, -0.3, 0.2], [-0.1, 0.3, 0.0], [0.1, 0.0, -0.1], [0.0, 0.1, -0.2], [-0.1, 0.1, -0.2], [-0.2, -0.5, 0.0]]}

Record 4
{"formula": "C23H52MnOP4", "method": "ωB97M-V with the def2-TZVPD basis set", "charge": 3, "max_force_ev_per_a": 2.61, "gap_ev": [6.78, 3.47], "de_lowest_kcal_mol": 0.0, "multiplicity": 5, "species": ["Mn", "P", "P", "P", "H", "C", "C", "H", "C", "C", "C", "C", "C", "C", "C", "C", "C", "H", "H", "H", "H", "H", "H", "H", "H", "H", "H", "H", "H", "H", "H", "H", "H", "H", "H", "H", "H", "H", "H", "H", "H", "H", "H", "H", "H", "H", "C", "C", "C", "C", "C", "C", "O", "H", "H", "H", "H", "H", "H", "C", "C", "P", "C", "C", "C", "C", "H", "H", "H", "H", "H", "H", "H", "H", "H", "H", "H", "H", "H", "H", "H"], "xyz": [[-0.218, -0.012, -0.004], [-2.751, 2.131, 0.045], [-1.881, -1.674, -0.821], [1.097, 2.069, -0.682], [3.285, -4.735, -4.728], [4.011, -4.149, -4.156], [4.357, -4.521, -2.912], [3.830, -5.350, -2.411], [-2.850, 2.402, -1.733], [-4.320, 1.451, 0.623], [-2.633, 3.755, 0.801], [-1.079, -3.295, -1.082], [-3.355, -2.099, 0.159], [-2.559, -1.344, -2.488], [2.869, 1.666, -0.936], [1.203, 3.515, 0.445], [0.713, 2.836, -2.315], [4.490, -3.309, -4.674], [5.229, -4.109, -2.384], [-3.548, 3.228, -1.913], [-3.224, 1.505, -2.236], [-1.865, 2.662, -2.137], [-5.001, 2.263, 0.926], [-4.157, 0.792, 1.485], [-4.773, 0.880, -0.196], [-3.137, 4.489, 0.149], [-1.585, 4.044, 0.944], [-3.143, 3.734, 1.778], [-1.835, -4.076, -1.229], [-0.464, -3.527, -0.206], [-0.422, -3.247, -1.959], [-4.109, -2.562, -0.491], [-3.778, -1.197, 0.618], [-3.080, -2.820, 0.937], [-3.378, -2.046, -2.692], [-1.766, -1.480, -3.234], [-2.937, -0.320, -2.555], [3.405, 2.582, -1.208], [2.989, 0.935, -1.741], [3.315, 1.245, -0.028], [2.230, 3.898, 0.471], [0.921, 3.233, 1.464], [0.535, 4.318, 0.112], [1.592, 3.363, -2.713], [-0.115, 3.550, -2.222], [0.425, 2.049, -3.024], [1.836, -1.402, -1.266], [1.219, -0.949, -2.485], [2.014, -0.623, -3.586], [3.406, -0.764, -3.493], [4.002, -1.247, -2.314], [3.225, -1.695, -1.265], [1.161, -1.491, -0.134], [-1.409, 1.288, 0.330], [0.125, -0.820, -2.540], [1.535, -0.273, -4.511], [4.025, -0.538, -4.365], [5.088, -1.359, -2.239], [3.650, -2.239, -0.423], [2.508, -0.045, 2.680], [1.219, -0.792, 3.033], [-0.355, -0.072, 2.394], [-1.760, -1.057, 3.075], [-1.561, -1.615, 4.489], [-0.466, 1.626, 3.116], [-0.700, 1.698, 4.628], [2.864, -0.261, 1.661], [3.306, -0.390, 3.346], [2.418, 1.039, 2.821], [1.265, -1.827, 2.651], [1.124, -0.878, 4.124], [-1.922, -1.887, 2.361], [-2.663, -0.417, 3.028], [-1.491, -0.819, 5.245], [-2.441, -2.225, 4.737], [-0.674, -2.263, 4.565], [0.463, 2.162, 2.868], [-1.272, 2.153, 2.572], [-0.002, 1.067, 5.206], [-0.531, 2.740, 4.938], [-1.739, 1.451, 4.904]], "forces_ev_per_a": [[1.3, -1.6, -0.7], [0.5, 0.2, 0.0], [0.0, -0.4, 0.2], [0.7, 0.2, 0.0], [0.1, 0.3, 0.2], [-0.3, 0.7, -2.1], [0.6, -0.7, 2.3], [0.3, 0.5, -0.2], [0.0, -0.2, -0.1], [0.0, -0.5, 0.0], [0.3, 0.3, 0.4], [0.2, 0.1, 0.2], [-0.2, 0.1, -0.1], [0.0, 0.2, 0.0], [0.0, -0.2, 0.1], [-0.1, 0.0, 0.2], [-0.2, -0.2, 0.0], [-0.2, -0.4, 0.3], [-0.4, -0.1, -0.3], [0.1, -0.1, 0.0], [0.1, 0.3, 0.1], [-0.3, -0.1, 0.1], [0.4, -0.2, -0.2], [-0.1, 0.2, -0.1], [0.0, 0.0, 0.3], [0.2, -0.3, 0.3], [-0.3, 0.1, 0.0], [0.3, 0.1, -0.3], [0.1, 0.2, 0.0], [-0.1, 0.0, -0.2], [-0.1, 0.0, 0.2], [0.1, 0.1, 0.2], [0.0, -0.4, 0.0], [-0.1, 0.2, -0.1], [0.2, 0.2, 0.0], [-0.3, 0.0, 0.1], [0.0, -0.3, -0.1], [-0.1, -0.1, 0.1], [-0.1, 0.3, 0.2], [-0.1, 0.1, -0.1], [-0.3, 0.0, -0.1], [0.1, 0.2, -0.3], [0.2, -0.1, 0.0], [-0.3, -0.1, 0.2], [0.3, -0.1, -0.1], [0.1, 0.2, 0.1], [-0.5, 0.2, -0.1], [0.5, -0.1, 1.2], [0.8, -0.2, -0.2], [-0.5, 0.4, -0.8], [0.7, -0.8, -1.4], [-1.1, -0.4, 0.7], [-0.3, 0.6, -0.7], [-2.2, 1.4, 0.1], [0.5, -0.1, 0.1], [0.4, -0.2, 0.4], [-0.2, 0.1, 0.4], [-0.3, 0.2, -0.2], [-0.1, 0.5, 0.0], [0.2, 0.0, -0.1], [-0.2, -0.5, 0.0], [0.0, 0.5, -0.1], [0.2, -0.1, -0.2], [-0.2, -0.1, 0.3], [-0.1, -0.2, 0.0], [-0.1, 0.4, 0.3], [-0.4, 0.1, 0.2], [-0.2, 0.1, 0.0], [0.1, -0.2, -0.1], [-0.1, 0.4, 0.1], [-0.1, 0.1, -0.2], [0.1, 0.4, 0.4], [0.4, -0.2, 0.0], [0.0, -0.3, -0.3], [0.3, 0.1, 0.0], [-0.3, 0.2, -0.1], [-0.3, -0.4, 0.1], [0.2, -0.2, 0.3], [-0.3, 0.2, -0.3], [-0.1, -0.3, 0.1], [0.5, 0.0, -0.1]]}